Entry 1:
Below is a structure of composition C14H27N4O6STb, with properties calculated with wB97M-V/def2-TZVPD.

- spin multiplicity = 7
- largest force on an atom (eV Å⁻¹) = 4.21
- expectation value of S² = 12.68
- energy (eV) = -66474.7046
- orbital gap (spin up / spin down) (hartree) = 0.3027 / 0.2934

Geometry as XYZ:
```
53
Properties=species:S:1:pos:R:3:forces:R:3:mulliken_spin:R:1
Tb -0.100974 0.820235 1.220044 0.155 -0.067 0.533 5.973
O -0.638100 3.112837 0.320386 0.340 0.021 -0.808 0.004
C -0.221531 3.494565 -1.037308 -1.193 0.300 1.608 -0.001
C 1.240247 3.495865 -1.291069 0.903 2.733 0.502 0.000
N 2.060749 2.361115 -1.393592 0.654 -1.594 1.232 0.003
C 1.707564 1.235360 -2.240900 0.971 1.329 -1.575 -0.004
C 0.615094 0.211784 -1.928051 0.560 -0.636 0.072 -0.017
O 0.586237 -0.782023 -2.658054 -0.231 0.537 0.365 -0.001
O -0.132434 0.422351 -0.907080 -0.112 -0.019 -0.828 0.004
C 3.110099 2.201444 -0.360104 -3.356 -2.521 0.350 -0.006
C 2.400100 1.596677 0.895344 -0.101 0.916 -0.975 0.035
O 1.740047 2.391825 1.623570 0.173 -0.047 0.090 0.007
O 2.203668 0.355608 0.943362 0.392 -0.672 0.085 0.006
H -0.323932 3.801360 0.909568 0.126 0.014 0.395 0.000
H -0.796821 2.842321 -1.614326 -0.602 -1.172 -1.269 0.000
H -0.638867 4.494042 -1.202506 0.344 0.032 -0.110 -0.001
H 1.384022 4.109095 -2.198072 -0.271 0.043 -0.133 0.000
H 1.639471 4.165505 -0.465756 -0.106 -0.770 -0.869 0.000
H 1.458720 1.691802 -3.252751 0.035 -0.646 0.891 0.000
H 2.653665 0.689064 -2.432348 -0.645 0.005 0.114 -0.001
H 3.823310 1.516682 -0.706098 1.226 -0.796 -0.564 0.000
H 3.479851 3.105601 -0.085439 1.327 2.721 0.460 0.000
N -4.425466 0.766508 1.072574 2.835 -1.481 -2.586 -0.002
C -3.183172 0.439276 1.529912 -0.414 0.701 -0.074 0.004
O -2.300199 0.023418 0.764717 -0.739 -0.069 -0.110 0.011
C -2.895256 0.814587 2.947189 -0.518 1.608 -0.128 0.000
C -1.589436 1.710768 2.910578 -0.956 -0.907 1.071 -0.012
H -4.728694 0.366903 0.191987 0.164 0.262 0.104 0.000
H -5.078631 0.904522 1.734829 -2.711 0.661 2.494 0.000
H -2.640310 -0.040168 3.523868 0.219 -1.082 0.196 0.000
H -3.846566 1.207713 3.442587 1.143 -0.049 -0.595 -0.001
H -1.213381 1.553647 3.925620 0.456 0.346 0.078 0.003
H -1.825949 2.763680 2.827342 -0.292 0.380 -0.083 0.000
C -2.441914 -3.066781 -1.798499 0.897 0.321 0.920 0.000
C -1.086577 -3.153884 -1.081757 -0.457 -0.995 -0.022 0.000
N -1.129195 -2.908461 0.362353 -1.206 0.625 -0.354 0.003
C -0.132984 -2.377281 1.051395 0.786 -0.735 0.522 -0.007
S -0.418595 -1.712808 2.599421 -0.305 0.262 0.685 -0.009
N 1.161744 -2.424795 0.716316 -0.392 -0.190 0.330 0.007
C 1.923074 -2.944260 -0.396414 1.010 -1.708 0.560 0.000
C 3.451996 -3.076740 -0.064287 -1.750 -0.095 -0.292 0.000
H -2.113883 -3.108683 -2.832697 -0.654 0.375 -0.333 0.000
H -2.908417 -2.113911 -1.490638 -0.002 -0.362 -0.635 0.000
H -3.098946 -3.912731 -1.603552 -0.023 0.036 0.166 0.000
H -0.423283 -2.473076 -1.568673 0.339 0.780 -0.090 -0.001
H -0.669805 -4.139690 -1.256321 0.029 -0.360 0.035 0.000
H -2.045691 -2.675088 0.779665 0.878 -0.241 -0.503 0.001
H 1.679689 -2.129318 1.514809 0.684 0.412 0.203 0.001
H 1.743413 -2.321863 -1.215706 0.036 0.901 -1.483 0.000
H 1.613091 -3.966436 -0.651210 -0.301 0.274 0.016 0.000
H 3.800108 -2.154806 0.364930 0.315 0.258 0.498 0.000
H 3.974708 -3.216557 -1.000156 0.147 -0.138 -0.225 0.000
H 3.598344 -3.966800 0.561001 0.191 0.496 0.069 0.000
```
Forces are in eV/Å.

---

Entry 2:
Below is a structure of composition C18H50N4Na2O9S, with properties calculated with wB97M-V/def2-TZVPD.

- largest force on an atom (eV Å⁻¹) = 3.54
- energy (eV) = -63533.4355
- orbital gap (hartree) = 0.2170

Geometry as XYZ:
```
84
Properties=species:S:1:pos:R:3:forces:R:3:lowdin_charge:R:1
Na 3.166534 2.164037 -2.386631 -0.985 -0.170 0.276 0.704
Na 3.575724 -1.652139 -0.949343 -0.955 -0.123 0.472 0.616
S 1.104805 0.071744 -0.659819 2.359 0.734 2.537 0.288
O 1.783168 1.418575 -0.766837 -0.273 -0.228 -1.263 -0.438
O -0.252631 0.223454 -0.131442 -0.433 -0.121 -1.179 -0.341
O 1.252083 -0.653093 -1.958206 -0.304 0.176 -0.207 -0.404
O 1.896268 -0.683328 0.363554 0.072 -0.296 -0.850 -0.409
C -0.510892 -1.482526 4.856818 0.957 -0.723 0.027 -0.063
C 0.694360 -0.788703 4.189448 -0.013 -0.198 0.648 -0.456
C 1.716349 -1.817284 3.777478 -1.042 -1.038 0.211 -0.258
O 2.867185 -1.228883 3.288394 0.751 -0.046 0.033 -0.166
C 3.868440 -2.193195 3.055917 0.074 0.701 0.999 -0.109
N 0.378488 0.090245 3.115785 -0.344 0.734 -0.429 0.075
H -1.189887 -0.734668 5.252888 -0.308 -0.086 -0.105 0.068
H -0.142851 -2.107883 5.684996 -0.125 0.327 0.116 0.069
H -0.978936 -2.207163 4.183835 -0.310 0.447 -0.187 0.074
H 1.186742 -0.204758 4.985878 -0.067 0.035 -0.087 0.137
H 1.298487 -2.519080 3.027286 -0.101 0.285 -0.097 0.132
H 1.875718 -2.459755 4.668483 0.472 0.232 -0.123 0.126
H 4.744819 -1.629859 2.731208 -0.065 -0.264 -0.571 0.085
H 3.514646 -2.982996 2.385545 0.259 0.040 -0.203 0.083
H 4.185333 -2.632071 4.019274 -0.216 -0.272 -0.210 0.089
H -0.458639 0.627599 3.296716 0.048 -0.012 -0.083 0.071
H 0.328552 -0.313580 2.188625 0.115 -0.135 0.103 0.042
C -0.151551 3.856511 -4.280598 -0.231 0.520 -0.195 -0.055
C -0.063747 2.678671 -3.347369 1.629 0.744 0.885 -0.468
C -1.412165 2.243346 -2.873749 -0.163 -1.106 -0.175 -0.219
O -2.044034 3.310203 -2.233172 -0.248 0.440 -0.028 -0.190
C -3.435211 3.154062 -2.180086 -0.445 -0.385 -0.111 -0.106
N 0.796525 1.605419 -3.854739 -0.525 -1.302 -0.216 0.052
H -0.791507 3.670131 -5.147101 0.198 -0.048 -0.138 0.085
H 0.846778 4.177492 -4.581036 -0.033 -0.154 -0.277 0.073
H -0.586361 4.697590 -3.734848 -0.098 -0.074 -0.080 0.078
H 0.501632 3.095677 -2.497073 -0.351 -0.376 0.186 0.106
H -1.348362 1.392041 -2.180414 0.128 0.001 -0.098 0.123
H -1.960090 1.896489 -3.776882 -0.176 0.200 0.261 0.139
H -3.729961 2.174330 -1.770052 0.168 0.165 0.090 0.097
H -3.887516 3.215017 -3.183659 0.116 0.131 0.127 0.092
H -3.838771 3.937569 -1.545717 -0.037 0.078 -0.001 0.078
H 1.023857 0.925679 -3.111472 -0.183 0.516 0.198 0.005
H 0.200161 0.956192 -4.395969 0.485 0.632 -0.392 0.094
C 0.417220 5.057959 -0.333237 -0.178 -0.271 -1.055 -0.064
C -0.294045 4.680132 0.939791 -0.725 0.023 0.854 -0.418
C -1.770445 5.154877 0.906489 0.944 0.371 -0.819 -0.226
O -2.216172 5.374695 2.213328 -0.776 -0.125 0.333 -0.188
C -3.514734 5.969111 2.245362 1.134 0.488 -0.190 -0.099
N -0.114279 3.248910 1.184498 -0.585 -0.276 -0.486 0.066
H -0.042933 4.485074 -1.155130 0.167 -0.001 0.267 0.053
H 1.477082 4.801986 -0.306805 -0.001 0.010 0.138 0.077
H 0.293943 6.089974 -0.668041 0.101 0.168 0.508 0.078
H 0.121581 5.188343 1.821831 0.130 0.139 -0.285 0.136
H -2.385001 4.420110 0.364882 -0.047 0.026 0.127 0.114
H -1.796727 6.108040 0.339695 -0.173 -0.165 0.111 0.123
H -4.187983 5.480571 1.538559 -0.215 -0.176 0.257 0.081
H -3.430766 7.031346 1.952219 -0.086 -0.220 -0.046 0.087
H -3.839822 5.949573 3.279811 -0.303 -0.255 -0.026 0.083
H -0.274598 2.721364 0.319486 0.357 0.140 0.202 0.045
H -0.850252 2.893085 1.793581 0.285 0.243 0.231 0.073
C 1.790050 -4.248102 -2.832622 0.173 -1.026 -0.263 -0.052
C 1.445148 -4.518374 -1.372375 -0.149 1.243 0.305 -0.424
C 2.124432 -5.779308 -0.918008 0.151 -0.223 -0.753 -0.251
O 1.982382 -6.037203 0.434741 -0.658 -0.440 1.158 -0.178
C 0.653556 -6.432391 0.809939 0.360 0.163 -0.542 -0.072
N 1.923031 -3.396236 -0.532960 -0.082 0.154 0.262 0.047
H 1.445054 -3.296458 -3.224337 -0.130 0.133 0.185 0.071
H 1.394359 -5.061025 -3.462610 -0.159 0.323 0.112 0.084
H 2.877690 -4.339491 -2.980237 -0.098 0.322 0.173 0.076
H 0.363163 -4.646095 -1.227831 0.029 0.134 -0.320 0.126
H 3.195423 -5.677150 -1.109197 0.061 -0.101 0.047 0.129
H 1.732716 -6.610567 -1.526381 0.123 -0.079 0.050 0.132
H 0.649760 -6.632989 1.874963 0.110 0.028 0.085 0.088
H 0.352202 -7.341022 0.267426 0.101 0.099 0.063 0.092
H -0.070952 -5.642216 0.585210 0.033 -0.039 0.140 0.078
H 1.694381 -3.559849 0.453275 0.329 -0.377 -0.301 0.083
H 1.369524 -2.543298 -0.661284 -0.018 -0.387 -0.500 0.023
C -2.302363 -2.532914 -1.348286 -0.321 -0.352 -1.035 -0.087
C -2.219302 -2.640159 0.152114 -0.009 0.257 -0.016 -0.329
O -0.918141 -2.413925 0.636778 0.397 0.426 -0.363 -0.110
H -3.348750 -2.408304 -1.657956 0.146 0.035 0.025 0.073
H -1.937422 -3.420975 -1.881001 0.071 0.012 0.271 0.066
H -1.728617 -1.695346 -1.750577 -0.050 0.172 0.256 0.065
H -2.510607 -3.637652 0.475341 -0.170 -0.033 0.140 0.106
H -2.914978 -1.901761 0.569601 -0.032 -0.128 0.224 0.111
H -0.657347 -1.533451 0.264040 -0.042 -0.415 0.613 0.027
```
Forces are in eV/Å.

---

Entry 3:
Below is the ion C2H7N4 with charge +1, with properties calculated with wB97M-V/def2-TZVPD.

- largest force on an atom (eV Å⁻¹) = 3.91
- energy (eV) = -8136.1441
- charge = +1
- relative energy (zero: lowest compared OMol25 entry of this formula, charge and spin) (eV) = 6.1026
- orbital gap (hartree) = 0.3084

Geometry as XYZ:
```
13
Properties=species:S:1:pos:R:3:forces:R:3:nbo_charge:R:1
C 1.230425 -0.934247 -0.196730 -0.386 -1.130 -3.724 -0.159
C -2.000643 0.782581 0.031203 1.010 0.117 -0.820 -0.474
N 1.218722 1.320487 0.296718 0.305 2.554 0.669 0.032
N 1.874940 0.364709 0.153439 -0.778 -0.935 0.443 -0.201
N -0.168950 -0.753635 -0.052637 -1.237 1.537 -0.153 -0.273
N -0.665813 0.397180 -0.429601 2.236 -1.073 -0.233 0.015
H 1.555789 -0.997539 -1.341161 -0.828 -0.437 2.419 0.262
H 1.692006 -1.672152 0.451427 -0.494 -0.572 -0.258 0.252
H -1.950810 1.805977 0.493846 -0.052 -1.079 -0.521 0.285
H -2.434047 0.016550 0.644174 -0.397 -0.164 0.717 0.201
H -2.507801 0.805923 -0.946689 -0.326 0.398 0.493 0.269
H 2.860054 0.101422 0.248258 0.835 1.354 0.227 0.398
H -0.703874 -1.237255 0.647750 0.113 -0.570 0.740 0.395
```
Forces are in eV/Å.